Molecular formula: C39H65F3N3O11S3
Method: DFT, wB97M-V/def2-TZVPD

```
124
Properties=species:S:1:pos:R:3:forces:R:3:lowdin_charge:R:1
S -4.3078 3.6855 0.0723 1.178 -4.622 3.666 0.5805
S -1.3098 -4.0695 -1.2927 2.118 -2.146 1.725 0.5819
S 5.1032 -0.1565 2.6573 0.114 -1.055 -0.769 0.6922
F -0.4458 -2.3845 3.1463 0.512 -0.167 0.616 0.0255
F -4.3928 3.5425 -6.9447 1.139 -0.748 1.749 0.0121
F -6.4998 -3.4975 4.1773 -0.003 0.648 0.263 0.0541
O -3.4598 3.7465 1.2413 0.421 0.995 -0.392 -0.3251
O -0.3278 -3.9485 -0.2607 1.097 0.522 0.872 -0.3200
O 4.3582 -3.3365 -0.2617 -3.526 5.257 -1.601 0.0882
O 2.9772 0.9795 -0.9397 -2.571 0.558 -6.055 -0.2483
O -1.9288 -2.8995 -1.7487 -1.621 2.440 -1.179 -0.2816
O -4.9108 4.7485 -0.5537 -2.231 4.707 -1.640 -0.2619
O 3.9422 -1.0145 2.8753 0.719 0.289 -1.082 -0.3181
O 4.2762 3.7445 -4.1387 -6.069 -2.715 2.294 0.0733
O -0.9528 0.8055 1.0973 4.480 2.345 -1.937 0.0784
O 6.0202 -0.2835 1.5263 -1.082 -0.316 0.206 -0.3215
O 0.3382 3.3435 -2.0237 -2.459 2.639 0.688 -0.4005
N 0.3752 1.1025 -0.8747 0.135 -2.202 2.046 0.0163
N 2.8352 3.4945 -2.1547 4.456 -1.408 -4.070 -0.0028
N 4.0972 -1.4315 -1.6697 11.553 2.390 15.617 0.1214
C 5.5802 1.1995 4.8123 5.152 -0.130 3.125 -0.1978
C 3.1812 3.2345 -3.6957 5.750 3.020 0.517 -0.2295
C 1.4192 -0.9525 6.6023 1.531 1.400 -2.273 -0.0635
C 2.1732 2.3795 -4.3077 -3.153 3.060 6.002 0.0299
C -2.3598 0.9225 -4.4187 -0.893 -2.434 -0.732 -0.0935
C 0.4282 -1.9365 6.6623 -0.406 -0.485 1.966 -0.0689
C -5.5718 -2.6195 3.7383 0.189 1.473 0.304 -0.2760
C 3.5872 -2.3455 -0.5357 4.240 -6.556 1.042 -0.2587
C 0.9482 2.2675 1.3723 3.309 -5.296 -3.004 0.0582
C -0.4708 -0.0015 -1.3607 -2.418 -1.687 -0.842 -0.0801
C 0.0782 1.3705 0.6233 -5.402 -2.881 -0.178 -0.2970
C -5.6668 -1.2075 3.9773 -3.984 -2.802 1.670 -0.0270
C -5.3278 1.3445 -0.6087 8.438 3.577 2.053 -0.1733
C -3.5668 0.4935 -5.0577 -0.448 2.370 -0.384 -0.0690
C 3.6942 4.4425 -1.4467 0.329 3.758 -1.211 -0.0362
C -3.5538 2.7995 -1.1767 -1.605 1.394 -4.577 -0.2451
C -2.4018 -5.3365 -0.8557 -4.065 4.233 1.767 -0.2425
C -5.5338 2.4325 0.4623 -2.840 1.765 2.196 -0.2053
C -4.6028 1.8845 -1.8707 -1.236 3.849 3.845 -0.1305
C -3.7088 -0.9015 2.5633 -3.973 -6.119 4.123 0.0058
C 5.3072 2.1335 3.7753 4.890 4.980 -2.008 -0.3222
C -3.7218 2.7105 -6.0257 -1.784 -1.303 -1.538 -0.2126
C 2.3162 -2.0815 0.2243 -0.595 0.117 0.071 0.0174
C 5.5262 -1.3125 -2.0517 0.521 -2.672 2.553 0.0465
C -0.1228 -2.4855 5.4833 4.364 5.015 0.669 0.0054
C -0.6838 -4.9885 -2.6427 2.666 2.850 -2.792 -0.2605
C -4.5038 -3.1455 3.0833 1.921 -0.487 0.615 -0.0636
C -2.5288 3.0865 -5.4527 -1.126 -2.575 -0.339 0.0113
C 4.5712 1.5035 2.7763 -4.972 -3.329 2.071 -0.2910
C -3.4328 -2.3655 2.6023 -2.886 2.491 -2.107 -0.0436
C -4.2728 1.4165 -5.8757 2.130 -0.321 1.123 -0.0003
C 1.7432 -0.4255 5.2913 -7.949 -8.069 2.035 -0.0410
C -1.7688 2.1255 -4.7577 -5.292 -0.483 -1.109 -0.0569
C 5.9932 -0.1455 4.1303 1.268 0.930 1.201 -0.1978
C 1.0922 -0.8925 4.0933 0.844 1.190 0.831 -0.0009
C -1.4508 -6.2195 -2.7187 2.418 -1.694 -4.904 -0.2845
C -4.8258 -0.3705 3.3683 4.256 -3.734 -2.884 -0.0735
C -2.7258 -5.9045 -2.2017 -2.642 -2.111 3.440 -0.2299
C 0.2302 -1.9495 4.2613 -0.814 0.492 -1.223 -0.2564
H 0.4352 -5.1625 -2.6167 -1.310 0.564 0.140 0.1410
H -2.3428 4.0675 -5.6437 1.550 2.632 -0.268 0.0905
H 1.5222 0.9825 -1.0457 -1.281 0.064 0.859 0.1080
H 6.2342 -1.2015 -1.1607 -1.425 -0.852 -0.909 0.1400
H -3.0188 3.4675 -1.8607 -0.373 0.215 0.060 0.1182
H 2.0752 -0.5545 7.4223 -1.339 -0.656 -0.467 0.1139
H 2.5242 -1.0515 0.4313 -0.778 1.173 0.408 0.0348
H -2.9298 -0.5115 2.1423 3.830 3.895 -2.432 -0.0028
H 6.2992 2.5265 3.1753 -1.456 -1.288 1.680 0.1917
H 3.5342 1.3275 3.2153 0.645 0.466 -1.135 0.1317
H 1.7422 2.5665 0.7543 0.677 1.553 -0.791 0.0593
H -1.8998 0.1715 -3.7337 -0.054 0.928 -0.717 0.0865
H -1.6528 0.2205 -1.3157 2.972 -0.138 -0.257 0.1416
H -4.2988 -4.1955 3.1873 -0.555 -0.582 -0.411 0.1084
H 1.3172 -0.3175 3.1003 -0.606 -1.673 1.936 0.1234
H 2.8172 2.5985 -1.6127 0.899 -0.482 -0.612 0.0851
H 7.0532 -0.1715 3.8883 0.086 0.382 -0.142 0.1161
H 6.4962 1.7195 5.4473 -2.118 -1.897 -1.271 0.1897
H 2.5722 1.6245 -4.7207 3.520 -6.182 -2.397 0.0250
H 5.6522 -0.4355 -2.5257 0.016 3.118 -1.992 0.0547
H 1.7892 2.7745 -5.1637 -1.849 1.999 -1.991 0.0868
H 1.2342 -2.1825 -0.2837 2.759 -0.173 1.071 0.1193
H -3.2918 -4.7225 -0.3007 1.583 -1.439 -1.592 0.1757
H -6.1618 1.0485 -0.8277 -8.908 -4.348 -2.303 0.0143
H 1.8442 3.6255 -2.1407 -3.599 1.487 0.302 0.0042
H -5.6558 2.1295 1.6663 1.045 0.567 -3.486 0.1547
H -0.9548 -4.2975 -3.4947 0.639 -0.723 0.505 0.1297
H 4.9782 3.1345 4.0193 -0.761 -0.062 0.654 0.1369
H -0.3318 4.1325 -1.8227 2.282 -2.664 -0.771 0.0614
H 1.4872 1.5405 1.9873 -0.007 -0.101 0.522 0.0848
H -2.8418 2.2935 -0.7407 3.738 -3.273 2.357 0.0172
H -0.8428 -6.8795 -2.2047 0.307 -1.998 1.787 0.1068
H 4.8032 1.1295 5.5003 -1.561 -0.549 1.111 0.0931
H -5.2378 2.4495 -2.5157 -0.601 0.758 -0.277 0.1165
H -2.0298 -5.8455 -0.0347 1.206 -1.809 0.946 0.0897
H -4.2648 1.1415 -2.4427 1.893 -2.972 -1.900 0.0429
H 1.4042 2.0875 -3.4617 1.154 0.681 -2.293 0.1192
H -2.7608 -2.8905 1.8393 -0.309 1.180 1.681 0.1123
H -3.2318 -5.1015 -2.6607 -1.024 0.288 -1.326 0.1203
H 0.0322 1.9215 -1.3997 0.466 2.129 -0.504 0.0413
H -6.5198 3.1355 0.3473 1.907 -2.139 -0.234 0.1446
H -4.8878 0.6095 3.4683 -0.404 4.370 0.489 0.0442
H 5.7502 -2.1155 -2.7117 0.635 -0.702 -0.188 0.0972
H -3.2828 -6.8025 -1.9367 -0.794 0.131 -0.940 0.1439
H 2.3322 0.1725 4.9363 7.241 7.214 -1.796 -0.0337
H 0.4652 2.8395 1.9753 -2.950 4.165 3.447 0.0509
H -0.9238 2.3485 -4.3247 4.498 1.508 2.146 0.0179
H -5.1278 0.9935 -6.3547 -0.591 0.599 -0.495 0.1046
H -0.3958 -0.9665 -0.8517 0.179 0.562 0.881 0.0417
H 3.3732 4.0355 -0.5357 0.830 0.932 2.590 0.0475
H -0.1828 -0.3875 -2.3727 -0.205 1.294 0.400 0.0951
H 3.4022 0.8375 -0.1917 2.850 -0.582 5.837 -0.1003
H 4.6192 1.9645 1.9133 -0.362 2.126 -4.584 0.0597
H 0.0572 -2.2495 7.7403 0.827 0.296 -2.566 0.1486
H -4.5738 0.6255 -0.2857 -0.758 -0.515 0.668 0.1247
H -4.1208 -0.4395 -4.9707 0.842 -0.168 0.539 0.1041
H 4.8642 4.6085 -1.6167 -2.728 -1.531 0.011 0.1457
H 3.5212 -1.4275 -2.2287 -12.957 -0.952 -14.508 -0.0101
H -1.3768 -6.6855 -3.7817 -0.569 1.023 1.473 0.1736
H -0.7528 -3.2075 5.4463 -4.235 -4.606 0.285 0.0532
H 3.2832 5.5525 -1.6367 0.664 -2.579 0.677 0.1469
H 2.4532 -2.5605 1.2563 -0.563 0.149 -1.825 0.1295
H 5.8232 -1.0675 4.6363 -0.566 -0.464 0.698 0.1056
H 3.8352 -0.4095 -1.3667 -0.184 -0.252 0.448 0.1339
H -6.5818 -0.8925 4.6333 1.938 -0.300 -1.358 0.1574
```
Positions in Å, forces in eV/Å.

- total charge = +1
- relative energy (zero: lowest compared OMol25 entry of this formula, charge and spin) (eV) = 5.3900
- energy (a.u.) = -4010.18002
- E_LUMO (eV) = -2.5

=====

Molecular formula: C39H66AsMgN3P2SSi2
Method: DFT, wB97M-V/def2-TZVPD

```
115
Properties=species:S:1:pos:R:3:forces:R:3:lowdin_charge:R:1
As 0.2705 1.8867 -1.9900 0.059 0.012 0.012 0.9988
S 1.3528 1.3154 0.8801 -0.197 0.101 -0.088 0.5064
P -0.7001 -1.8941 -1.5519 -0.076 -0.108 0.308 1.0366
P -0.8572 -0.6388 3.2001 0.225 0.049 -0.185 1.0633
Si -1.1947 3.3375 -3.1498 -0.004 -0.129 0.073 0.2859
Si 2.3574 2.4696 -2.9323 -0.108 -0.122 0.090 0.2940
Mg 0.0491 -0.6656 0.5918 0.221 0.023 0.142 0.3089
N -1.2473 2.1396 0.2901 -0.060 -0.119 0.233 -0.0265
N 0.2754 3.8097 0.2893 0.088 -0.019 0.315 -0.0126
N 0.2212 -2.5507 1.2307 0.190 -0.269 -0.058 -0.0979
C -2.7250 3.6739 -2.1281 -0.058 0.001 0.024 -0.2295
C -2.3820 -2.9549 3.2477 -0.017 0.010 0.038 -0.1079
C 1.1832 5.9867 -0.0232 0.037 0.017 -0.025 -0.0504
C 0.9231 -2.6336 2.4380 -0.122 0.020 -0.092 -0.3358
C -2.2955 -1.5702 3.8906 -0.017 -0.105 -0.058 -0.5460
C -3.5863 -0.7904 3.6444 -0.008 0.001 -0.005 -0.1157
C 2.0415 -3.4584 2.6231 0.065 -0.013 0.017 -0.0288
C 0.2920 -1.8028 -3.0954 0.042 0.097 -0.074 -0.5597
C 2.9357 4.2428 -2.8746 -0.032 0.097 0.031 -0.1989
C 1.3920 4.6454 0.3227 -0.038 0.028 -0.146 -0.2698
C -0.3452 -6.0863 0.2800 -0.028 0.010 -0.027 -0.0385
C -0.0329 -4.9755 1.0348 -0.006 -0.091 -0.017 -0.0331
C 3.1826 -2.5896 6.1418 -0.010 0.001 0.017 -0.0551
C -1.0689 -7.2029 -1.8789 0.010 0.007 -0.008 -0.0577
C 2.6679 4.2650 0.7419 0.032 0.001 -0.007 -0.0630
C -0.5253 0.7573 4.3895 -0.044 -0.068 0.078 -0.5355
C -0.7285 -5.9877 -1.0579 0.024 -0.016 0.062 -0.2856
C -1.7133 2.3487 -4.6566 -0.030 -0.043 -0.020 -0.2269
C 1.3096 -1.7657 4.6656 0.013 0.043 0.017 -0.0446
C -3.2116 -1.1945 -0.7165 0.001 -0.005 -0.016 -0.1220
C 2.7514 -3.4449 3.8049 0.006 0.021 0.031 -0.0364
C -0.5259 -3.5592 -0.8482 -0.024 0.008 -0.103 -0.2866
C 0.1646 2.4063 -0.0241 -0.034 -0.064 -0.176 -1.1073
C 3.4727 6.5340 0.4689 -0.035 -0.016 -0.014 -0.1105
C 2.2046 6.9153 0.0505 0.002 0.009 0.005 -0.0969
C 1.7167 -2.2552 -2.7809 0.037 -0.010 0.010 -0.1114
C -1.0060 0.5400 5.8277 -0.008 0.037 -0.015 -0.1201
C 3.6844 5.2082 0.8129 0.014 -0.021 -0.062 -0.0981
C -0.5230 4.9832 -3.7314 0.030 0.070 0.007 -0.2148
C -0.0745 -3.6754 0.4936 -0.029 0.192 0.155 -0.3095
C -0.8177 -4.7110 -1.5838 -0.025 0.012 -0.048 -0.0723
C -3.2216 -2.8390 -2.5975 -0.049 0.016 -0.007 -0.1100
C -0.2551 -2.4666 -4.3548 0.038 0.004 -0.046 -0.1031
C 0.5628 -1.7660 3.4845 -0.045 0.037 0.129 -0.2912
C 2.3975 -2.5996 4.8585 0.005 -0.031 -0.068 -0.2783
C -2.4829 -1.6529 -1.9833 -0.028 0.045 -0.036 -0.5253
C -1.0647 2.0824 3.8504 -0.028 0.007 -0.006 -0.1285
C 2.0908 2.0148 -4.7373 0.008 -0.017 -0.045 -0.2321
C 3.6710 1.3554 -2.2062 0.028 -0.030 0.047 -0.2174
H -0.8767 2.1563 -5.3284 0.046 -0.009 -0.029 0.0131
H -0.5510 4.2914 -0.0338 -0.008 0.001 -0.060 0.0971
H -1.4962 -3.5548 3.4536 0.001 -0.003 0.003 0.0705
H -0.9361 2.8684 4.5975 0.016 0.022 0.003 0.0819
H 1.5358 2.7877 -5.2720 -0.022 0.018 -0.019 0.0173
H 0.4169 -2.2439 -5.1876 -0.009 -0.012 -0.007 0.0805
H -1.2820 5.4593 -4.3582 -0.004 0.051 0.008 0.0343
H -1.4310 2.4935 1.2271 0.066 -0.010 -0.034 0.0559
H -2.4812 2.8862 -5.2183 -0.009 0.004 -0.021 0.0320
H 0.2525 -5.1029 2.0703 -0.027 -0.028 -0.025 0.1038
H 3.0637 1.9076 -5.2243 0.003 0.015 -0.036 0.0336
H -1.4199 1.1390 0.3635 -0.130 0.277 -0.237 -0.0145
H -2.0929 0.6058 5.8954 -0.047 -0.011 -0.022 0.0728
H -0.2945 -7.0648 0.7456 0.007 -0.014 0.003 0.1117
H 3.5636 4.4165 -3.7536 0.030 0.042 0.016 0.0384
H 2.3570 -4.1010 1.8107 0.009 0.014 0.016 0.1168
H -2.1249 1.3829 -4.3549 -0.022 -0.004 -0.007 0.0124
H 0.5657 0.8268 4.3921 0.006 0.002 -0.037 0.1007
H 2.0066 7.9440 -0.2232 0.001 0.008 -0.008 0.1005
H -3.1387 2.7553 -1.7132 -0.010 -0.002 -0.019 0.0144
H 3.5003 1.1835 -1.1420 0.004 0.019 -0.013 -0.0109
H -0.3123 -3.5522 -4.2695 0.016 -0.005 0.038 0.0668
H -0.7087 -0.4168 6.2549 -0.001 -0.015 -0.036 0.0595
H -0.6413 -7.1375 -2.8804 -0.001 -0.001 -0.012 0.0750
H -0.6841 -8.1096 -1.4129 0.008 -0.009 0.006 0.0717
H -0.5963 1.3273 6.4641 -0.012 0.011 0.011 0.0824
H -2.1297 -1.6932 4.9642 -0.038 0.010 0.007 0.1016
H -4.4373 -1.3163 4.0820 -0.003 -0.007 0.004 0.0809
H -2.1331 2.0181 3.6257 -0.001 0.019 -0.015 0.0685
H 2.3713 -2.0298 -3.6252 0.008 -0.016 -0.010 0.0792
H -0.3067 5.6492 -2.8937 0.022 0.017 0.010 0.0181
H -3.5635 0.2144 4.0659 0.022 0.028 0.040 0.0553
H 1.7592 -3.3292 -2.5899 -0.016 0.002 -0.003 0.0782
H -2.5247 4.3396 -1.2876 -0.013 0.020 0.010 0.0147
H -1.2405 -2.0871 -4.6244 -0.005 0.015 0.005 0.0646
H -2.4828 -2.8789 2.1639 -0.003 -0.007 -0.035 0.0587
H -2.1484 -7.3257 -1.9921 -0.017 0.007 0.006 0.0774
H 2.1191 -1.7420 -1.9036 -0.006 0.017 0.008 0.0695
H 3.6732 0.3895 -2.7142 -0.003 -0.061 0.025 0.0168
H -3.2544 -3.4890 3.6304 -0.006 0.005 0.018 0.0830
H 3.5288 4.4378 -1.9836 0.048 0.014 0.096 0.0183
H -4.2810 -1.0807 -0.9053 -0.003 0.000 -0.008 0.0845
H -0.5253 2.3830 2.9519 0.020 -0.033 0.079 0.0301
H 4.2754 7.2559 0.5266 0.011 0.012 0.006 0.0951
H 4.2257 -2.3192 5.9689 0.008 0.004 -0.015 0.0794
H 2.8644 3.2450 1.0276 0.001 0.000 0.002 0.0292
H 2.1222 4.9649 -2.8861 -0.020 0.024 -0.027 0.0050
H 0.1962 6.2992 -0.3490 -0.009 0.004 -0.007 0.1042
H -3.7707 -0.6955 2.5708 0.006 0.006 -0.005 0.0692
H 1.5527 1.0716 -4.8515 0.013 -0.025 0.003 0.0128
H -1.1410 -4.6044 -2.6124 0.013 -0.009 0.005 0.0904
H -3.0942 -1.9315 0.0826 0.000 -0.022 0.022 0.0670
H -2.4699 -0.8200 -2.6974 0.007 -0.012 0.003 0.1013
H 0.3214 -0.7222 -3.2739 -0.022 0.003 0.001 0.0338
H 0.3862 4.8870 -4.3234 0.016 -0.023 -0.047 0.0125
H 4.6638 4.8883 1.1465 0.009 -0.003 0.004 0.1032
H -4.2486 -2.5442 -2.8253 -0.003 -0.004 -0.014 0.0812
H 2.7666 -1.8736 6.8503 -0.003 0.005 0.001 0.0721
H -2.7662 -3.1957 -3.5191 0.011 -0.007 0.000 0.0563
H 4.6581 1.8072 -2.3270 0.026 -0.009 -0.038 0.0319
H 3.1761 -3.5719 6.6175 -0.001 -0.007 0.004 0.0783
H -2.8399 -0.2322 -0.3585 0.000 0.007 -0.010 0.0467
H 3.6165 -4.0907 3.9085 0.004 -0.014 0.007 0.1148
H -3.2628 -3.6722 -1.8951 -0.008 0.006 0.012 0.0774
H -3.4769 4.1476 -2.7649 -0.023 0.028 -0.005 0.0312
H 1.0415 -1.0872 5.4660 0.029 -0.027 -0.013 0.0876
```
Positions in Å, forces in eV/Å.

- relative energy (zero: lowest compared OMol25 entry of this formula, charge and spin) (eV) = 0.1457
- energy (a.u.) = -5785.87265
- E_LUMO (eV) = 0.6